ORCA calculation (ωB97M-V with the def2-TZVPD basis set) on a cluster of 3 separate species, C41H32ClN2O5S in total.

```
82
Properties=species:S:1:pos:R:3:forces:R:3:mulliken_charge:R:1
C 0.947558 -5.790473 1.128417 -0.146 0.276 0.390 -0.92
C -0.566374 -5.280308 0.729933 -0.227 -2.747 0.210 0.11
O -0.719992 -3.815856 0.659292 -1.020 -0.437 -0.542 -0.29
N -1.111442 -3.289190 1.833082 -0.105 2.286 6.245 0.53
C -0.040919 -3.048643 2.880059 -6.238 1.877 2.864 -0.18
C -0.960682 -2.466562 4.122363 2.224 -1.804 -2.291 -0.31
S -0.126966 -2.031239 5.768100 -1.371 -1.380 -1.260 -0.15
N -2.450427 -2.381237 3.776887 5.174 -2.451 -4.481 0.17
Cl -3.732031 -1.850893 4.815784 1.341 -0.688 -1.342 0.10
C -2.491939 -2.902301 2.356108 0.865 -0.136 -0.443 -0.02
C -3.844495 -3.114248 1.395394 0.639 -1.700 1.200 -0.53
C -3.976524 -4.773109 1.229262 -0.265 -3.254 0.078 0.31
C -3.833641 -5.577272 -0.193474 -0.540 -2.039 3.725 -0.47
C -3.943569 -7.246054 -0.170422 -0.319 1.852 4.155 -0.57
C -4.181195 -8.038587 1.266697 0.025 2.831 0.033 0.51
C -4.256279 -9.700384 1.401719 0.681 1.624 0.765 -0.92
C -4.361170 -7.216583 2.700045 0.932 3.213 -3.839 -0.46
C -4.252179 -5.581252 2.666855 0.486 -2.463 -3.199 -0.24
H 1.674787 -4.900826 1.433480 -1.612 -1.879 -0.893 0.23
H 1.417105 -6.387641 0.226213 -0.927 1.270 2.027 0.29
H 0.833001 -6.468907 2.082464 0.415 1.185 -2.043 0.29
H -1.358814 -5.697480 1.506328 1.650 0.975 -1.639 0.06
H -0.865539 -5.751743 -0.320890 0.612 1.541 2.234 0.32
H 1.136895 -3.224515 2.835892 -3.167 0.463 -0.066 0.33
H -0.203988 -3.238974 6.533970 -0.214 1.276 -1.378 0.22
H -3.759269 -2.562404 0.365282 -0.031 -1.000 2.230 0.34
H -4.761958 -2.786469 2.048279 1.866 -0.321 -1.464 0.32
H -3.628270 -5.009414 -1.215176 -0.542 -1.306 2.505 0.31
H -3.837299 -7.911874 -1.130280 -0.241 1.662 2.028 0.28
H -4.228880 -10.249000 0.368365 -0.181 1.163 2.132 0.32
H -3.306628 -9.986103 2.066256 -2.085 0.429 -1.624 0.26
H -5.206645 -9.918745 2.051435 1.780 0.190 -1.546 0.29
H -4.541952 -7.744684 3.728975 0.383 0.990 -2.347 0.29
H -4.341346 -4.955251 3.675692 0.156 -1.494 -2.444 0.19
C -2.483137 4.950856 -2.574235 -0.087 -0.149 0.308 -0.53
C -1.150958 4.549816 -2.671565 0.048 -0.193 0.282 -0.67
C -0.588506 3.748406 -1.676750 -0.090 0.149 -0.233 -0.72
C -1.357418 3.356442 -0.574202 0.090 0.262 -0.439 0.38
C -2.682034 3.777790 -0.464712 -0.022 0.290 -0.489 0.36
C -3.249930 4.567441 -1.473005 0.154 0.072 -0.199 -0.63
C -3.487540 3.411627 0.718149 -1.470 0.646 -0.154 0.61
O -4.652291 3.778380 0.813394 0.766 -0.331 0.037 -0.67
C -2.866805 2.605087 1.787849 0.026 -0.362 0.694 0.09
C -3.600851 2.299591 2.941406 0.111 -0.209 0.259 -0.58
C -3.025843 1.526048 3.952007 -0.095 0.187 -0.357 -0.76
C -1.723199 1.048746 3.809966 0.088 0.114 -0.403 -0.46
C -0.987709 1.356230 2.664387 -0.179 -0.112 0.273 -0.55
C -1.557744 2.144309 1.655761 -0.094 -0.321 0.618 0.19
C -0.759382 2.493914 0.464228 1.284 -0.306 -0.390 0.52
O 0.387150 2.078700 0.340709 -0.678 0.089 0.201 -0.69
H -2.924222 5.567792 -3.354080 0.074 -0.120 0.168 0.40
H -0.549671 4.859220 -3.523565 -0.086 -0.069 0.172 0.47
H 0.450626 3.434826 -1.762014 -0.297 -0.035 0.114 0.68
H -4.287504 4.888848 -1.401052 0.252 -0.147 0.145 0.47
H -4.619590 2.665667 3.058734 0.265 -0.002 -0.204 0.49
H -3.595787 1.294411 4.849214 0.093 0.107 -0.159 0.56
H -1.277556 0.440103 4.593785 -0.039 0.158 -0.081 0.49
H 0.030431 0.984171 2.562673 -0.205 0.205 -0.134 0.54
C 6.901808 6.352787 -6.238471 -0.253 -0.077 0.247 -0.46
C 7.922904 5.452542 -5.935274 -0.156 -0.199 0.286 -0.48
C 7.760483 4.537209 -4.894095 0.065 0.197 -0.248 -0.52
C 6.577415 4.529950 -4.145251 0.341 0.256 -0.439 0.20
C 5.566572 5.446339 -4.432583 0.319 0.239 -0.467 0.21
C 5.724309 6.352472 -5.489347 0.263 0.000 -0.153 -0.56
C 4.335024 5.480695 -3.617608 -0.961 0.973 -0.376 0.58
O 3.445076 6.283010 -3.871594 0.447 -0.482 0.162 -0.68
C 4.195422 4.540750 -2.487522 -0.330 -0.247 0.522 0.34
C 3.058560 4.601141 -1.670980 0.009 -0.263 0.277 -0.86
C 2.912383 3.707059 -0.608170 0.125 0.311 -0.274 -0.41
C 3.893677 2.746679 -0.364023 0.279 0.071 -0.291 -0.72
C 5.029861 2.687881 -1.172399 -0.295 0.016 0.210 -0.60
C 5.185267 3.593405 -2.230326 -0.367 -0.221 0.488 0.24
C 6.407197 3.546328 -3.057385 1.135 -1.006 0.218 0.64
O 7.272275 2.705589 -2.840614 -0.572 0.512 -0.109 -0.68
H 7.024610 7.060035 -7.055810 -0.042 -0.129 0.164 0.39
H 8.845746 5.461304 -6.511005 -0.175 -0.021 0.118 0.39
H 8.559817 3.833900 -4.666458 -0.311 0.100 0.065 0.45
H 4.933826 7.061770 -5.728241 0.108 -0.231 0.204 0.45
H 2.286244 5.345875 -1.856739 0.286 -0.097 -0.098 0.53
H 2.031310 3.759115 0.027812 0.242 -0.032 -0.162 0.67
H 3.776657 2.045398 0.459340 0.012 0.133 -0.160 0.42
H 5.794088 1.938567 -0.972727 -0.077 0.269 -0.193 0.46
```
Forces are in eV/Å.

- Total charge: +1
- HOMO: -10.83 eV
- LUMO energy: -4.19 eV
- ΔE to the lowest compared entry with this formula, charge and spin: 171.1 kcal/mol
- Kohn-Sham gap: 6.65 eV


ORCA calculation (ωB97M-V with the def2-TZVPD basis set) on a structure of composition C41H32HfN5O4S2.

```
85
Properties=species:S:1:pos:R:3:forces:R:3:mulliken_charge:R:1
Hf 0.665894 0.898874 0.334983 -0.811 0.692 2.448 1.48
O 2.004846 1.317796 1.692851 1.129 0.301 1.273 -0.81
C 2.924692 0.479988 2.123336 1.161 -0.361 0.406 -0.22
C 3.292365 0.503094 3.482786 -0.153 0.169 -0.263 -0.31
C 4.273253 -0.322132 3.978682 -0.099 0.024 -0.144 -0.66
C 4.941936 -1.209680 3.134129 0.046 -0.123 -0.083 -0.46
C 4.614914 -1.253494 1.798048 -0.059 0.145 0.020 -0.88
C 3.610795 -0.428760 1.258195 -0.257 0.287 0.587 1.14
C 3.363588 -0.419468 -0.155000 0.069 0.359 -0.383 -0.44
N 2.420259 0.317340 -0.644716 0.997 -0.682 -0.529 0.85
N 2.270665 0.486786 -1.984650 0.271 -0.081 -1.290 -1.21
C 1.315364 1.343486 -2.267952 1.248 -0.409 -0.486 0.70
O 0.602309 1.934877 -1.359396 0.204 1.057 -1.553 -0.98
C 1.125015 1.705065 -3.678042 -0.192 0.223 -0.306 0.42
C 1.972465 1.198256 -4.662577 -0.091 0.029 0.161 -0.35
C 1.858611 1.643921 -5.965100 -0.013 0.008 -0.050 -0.73
C 0.897353 2.589869 -6.296199 -0.020 -0.031 0.027 -0.39
C 0.033823 3.075648 -5.325877 -0.012 0.042 -0.121 -0.87
C 0.143206 2.634273 -4.021299 0.148 -0.141 0.226 -0.11
H 2.773673 1.201027 4.122882 -0.042 0.071 0.067 0.51
H 4.531232 -0.272526 5.026626 0.016 -0.016 0.061 0.44
H 5.719437 -1.845199 3.531143 0.054 -0.053 -0.032 0.46
H 5.139331 -1.927455 1.134264 0.049 -0.044 -0.069 0.41
H 4.030796 -0.966460 -0.823010 -0.095 0.114 -0.040 0.47
H 2.720728 0.479988 -4.369785 0.119 -0.056 -0.065 0.46
H 2.534640 1.274279 -6.721482 0.032 -0.053 -0.063 0.43
H 0.826794 2.955432 -7.309378 -0.010 0.016 -0.102 0.43
H -0.705951 3.818206 -5.587317 -0.077 0.018 -0.006 0.44
H -0.505211 3.015816 -3.246566 -0.065 0.062 0.035 0.49
O -0.202648 -0.605194 -1.011938 -0.128 -0.350 -0.461 -0.79
S -1.630102 -0.319774 -0.747044 -1.528 -0.293 0.047 1.14
O -2.291681 -1.423631 -0.096495 -0.259 0.199 -0.268 -0.71
N -1.482504 0.926550 0.241467 -0.616 -0.905 -1.022 0.78
C -2.177054 2.074887 0.499690 -1.061 1.165 0.267 -0.09
C -3.545265 2.274224 0.438981 0.755 -0.374 0.046 -0.61
C -4.106486 3.521533 0.732372 -0.014 0.478 0.088 -0.91
C -3.336181 4.591433 1.100001 -0.267 -0.198 -0.066 -1.02
C -1.941046 4.439157 1.210360 0.297 -0.469 -0.076 0.67
C -1.071603 5.491071 1.569615 0.208 -0.254 -0.057 -0.56
C 0.276910 5.258891 1.639368 -0.226 -0.024 -0.027 -1.08
C 0.757828 3.966421 1.384477 0.145 -0.033 0.082 -0.07
N -0.024914 2.959644 1.053680 -0.080 0.322 0.013 -0.25
C -1.358145 3.174431 0.931917 -0.839 0.271 -0.073 0.56
C -2.379563 -0.050434 -2.358301 0.386 0.103 0.485 0.72
C -3.630862 0.506478 -2.547797 -0.201 0.088 0.157 -0.29
C -4.141541 0.610413 -3.833348 0.039 -0.015 0.253 -0.94
C -3.411446 0.139263 -4.910683 0.056 -0.024 -0.085 -0.50
C -2.172506 -0.446342 -4.708262 -0.059 -0.036 0.075 -0.95
C -1.652814 -0.538780 -3.428454 0.278 -0.079 -0.094 -0.32
H -4.198045 1.452379 0.194075 -0.027 -0.133 -0.017 0.77
H -5.177114 3.628135 0.657146 -0.122 0.058 0.026 0.44
H -3.781296 5.549892 1.316463 -0.060 0.099 0.009 0.44
H -1.488230 6.465479 1.775406 0.001 0.127 0.025 0.48
H 0.974246 6.044001 1.884515 0.043 0.034 0.052 0.42
H 1.816867 3.746399 1.460719 -0.074 -0.012 0.008 0.49
H -4.214606 0.841665 -1.709970 -0.111 0.070 0.045 0.15
H -5.119163 1.042193 -3.976934 -0.084 0.064 -0.043 0.44
H -3.811839 0.215369 -5.910661 -0.044 0.007 -0.060 0.44
H -1.618420 -0.848497 -5.541077 0.111 0.011 -0.084 0.45
H -0.696838 -0.998801 -3.243255 0.187 -0.019 -0.125 0.55
N 0.251666 -0.796684 1.591579 0.018 -0.751 0.665 0.06
S 0.879942 -1.876301 2.593766 -0.475 -0.973 -0.217 0.51
C 1.247687 -3.359359 1.601603 0.234 0.366 0.272 0.27
C 0.301508 -3.909676 0.752978 -0.147 0.023 -0.088 -0.15
C 0.649823 -5.004533 -0.022279 -0.056 0.065 0.038 -0.85
C 1.930216 -5.533343 0.047866 0.054 0.053 0.077 -0.50
C 2.872259 -4.967624 0.891525 -0.003 -0.089 -0.047 -0.64
C 2.533048 -3.877099 1.675674 -0.151 0.156 0.124 -0.39
C -0.600705 -2.500556 3.439969 0.202 0.280 -0.062 0.42
C -0.606149 -3.756505 4.020510 0.109 -0.009 0.011 -0.49
C -1.762142 -4.209767 4.632388 0.092 0.002 0.013 -0.67
C -2.893925 -3.410914 4.666113 -0.053 0.077 -0.036 -0.51
C -2.869637 -2.147080 4.099566 0.006 -0.080 0.077 -0.79
C -1.716975 -1.683275 3.489685 0.077 0.163 -0.113 -0.25
H -0.585539 -1.191704 1.171307 -0.069 -0.424 0.293 -0.07
H -0.694896 -3.494296 0.686352 -0.108 0.041 0.008 0.39
H -0.076552 -5.452564 -0.682925 -0.103 0.017 -0.040 0.47
H 2.192337 -6.390415 -0.553315 0.024 -0.061 -0.069 0.42
H 3.869425 -5.377279 0.936938 0.100 -0.031 0.045 0.46
H 3.254185 -3.422230 2.336433 0.095 0.009 0.086 0.55
H 0.275116 -4.376860 3.978931 0.090 -0.149 0.006 0.47
H -1.774892 -5.190255 5.079487 -0.014 -0.131 0.048 0.41
H -3.798493 -3.773450 5.128290 -0.075 -0.053 0.074 0.40
H -3.744447 -1.516294 4.128818 -0.088 0.037 0.004 0.44
H -1.693624 -0.699234 3.043132 -0.009 0.018 -0.014 0.47
```
Forces are in eV/Å.

- Total charge: +1
- HOMO: -10.43 eV
- LUMO energy: -2.78 eV
- ΔE to the lowest compared entry with this formula, charge and spin: 26.1 kcal/mol
- Kohn-Sham gap: 7.65 eV


ORCA calculation (ωB97M-V with the def2-TZVPD basis set) on a structure of composition C41H33Cl2N2OP2Re.

```
82
Properties=species:S:1:pos:R:3:forces:R:3:lowdin_spin:R:1
Re 0.067863 0.015662 0.991903 0.280 -0.262 -2.096 1.75
Cl -5.578922 1.406386 -0.016470 -0.474 -0.182 0.653 0.00
C -4.038348 2.174846 -0.373577 -0.315 -0.564 -0.096 0.00
C -4.156471 3.610646 -0.176854 -0.580 1.477 -1.719 0.00
C -3.351404 4.295914 0.612954 -0.265 0.615 1.326 0.00
Cl -3.430806 6.031145 0.724452 0.016 -0.612 -0.024 0.00
C -2.445078 3.615712 1.570849 1.077 0.348 -0.465 0.00
C -1.760071 4.213830 2.637594 -1.897 1.133 -0.024 0.00
C -0.828635 3.494892 3.339618 0.976 1.363 0.439 0.00
C -0.425281 2.283273 2.839907 1.898 -0.599 1.545 0.00
N -1.020815 1.685452 1.824811 -0.480 0.157 -0.231 0.01
C -2.065066 2.337673 1.252182 0.353 -0.502 0.625 0.01
C -2.779057 1.605317 0.222366 0.251 0.188 0.995 0.00
O -2.949247 0.256012 0.532327 0.037 -1.820 0.405 0.03
H -4.886079 4.142769 -0.817369 0.493 -0.326 0.489 0.00
H -2.109824 5.231465 2.930035 0.723 -0.827 -0.143 0.00
H -0.275121 4.030906 4.129021 -0.363 -0.773 -0.237 0.00
H 0.480335 1.755267 3.260527 -1.353 0.732 -0.374 0.00
C 2.561731 -2.155070 0.116291 0.914 -0.182 -0.910 0.05
N 1.546063 -2.751428 0.914720 1.673 -4.000 2.418 0.40
C 0.357433 -2.038941 1.289582 0.453 1.914 0.970 0.07
P -1.772866 -0.225692 -0.542309 0.737 0.376 2.424 0.02
C -2.109350 1.401749 -1.156104 1.354 1.174 -0.974 0.01
C -3.490001 1.592863 -1.672672 -1.368 1.792 -3.877 0.00
C -3.540314 2.473825 -2.941603 1.177 -0.815 1.553 0.00
C -2.519073 3.205337 -3.387978 -1.358 -1.035 0.602 0.00
C -1.273237 3.218820 -2.688994 1.205 -1.252 1.845 0.00
C -1.053288 2.311113 -1.683749 -0.863 1.464 -0.972 0.01
C -2.342322 -1.709179 -1.186002 -0.249 -0.290 -0.357 0.00
C -1.467982 -2.740409 -1.474741 0.162 -0.530 -0.263 0.00
C -1.969011 -3.970621 -1.876312 0.685 -1.234 0.382 0.00
C -3.311564 -4.236588 -1.814983 -1.847 1.237 0.288 0.00
C -4.201462 -3.156072 -1.509204 1.196 -0.802 -0.944 0.00
C -3.732688 -1.890993 -1.265663 0.734 -1.296 0.362 0.00
C 1.908864 -4.039423 1.588735 -2.182 5.298 -2.559 0.08
C 0.982516 -4.477171 2.532141 -1.110 -1.790 0.875 0.11
C 1.138955 -5.795914 2.940720 -2.011 1.025 1.878 0.00
C 2.251728 -6.547913 2.651290 -1.199 -0.099 -0.224 0.16
C 3.124499 -5.997378 1.745138 3.397 -0.023 -1.703 0.02
C 3.006814 -4.748009 1.137386 0.643 -1.791 0.877 0.08
P 2.027374 -0.459082 -0.163619 -1.215 1.741 0.065 0.00
C 2.556054 0.824353 1.095971 -0.881 0.291 -3.038 0.00
C 2.686665 0.548976 2.410112 0.002 0.759 2.438 0.01
C 2.814513 1.608083 3.330334 0.310 -0.367 -1.159 0.01
C 2.808872 2.904613 2.878442 0.356 0.140 -0.962 0.01
C 2.751646 3.251919 1.513331 -0.008 -1.869 0.075 0.00
C 2.522620 2.177179 0.636437 0.693 0.762 1.181 0.03
C 2.586578 0.171121 -1.704175 0.848 0.237 -0.327 -0.01
C 1.784598 0.475547 -2.793480 -1.143 -0.910 -0.498 0.00
C 2.303244 1.060422 -3.937138 -0.475 0.393 -1.531 0.00
C 3.604498 1.509510 -3.993123 1.397 -0.511 1.237 0.00
C 4.445679 1.147878 -2.891383 -0.044 0.522 -0.749 0.00
C 3.961498 0.481170 -1.791796 0.288 -0.121 -0.221 0.00
H 2.754743 -2.841615 -0.764489 -0.085 1.369 0.503 0.02
H 3.521343 -1.953065 0.618633 -0.020 -0.900 0.303 0.01
H 0.457556 -1.833358 2.384830 -0.595 -0.561 -0.041 0.03
H -0.572857 -2.475052 0.999480 -0.386 -1.120 0.202 0.02
H -4.020696 0.676453 -1.857816 -0.183 -0.333 -0.312 0.00
H -4.396173 2.426659 -3.523650 -1.702 -0.090 -0.851 0.00
H -2.745971 3.682972 -4.294122 0.475 1.020 -1.065 0.00
H -0.486704 3.933993 -2.920902 -0.178 -0.158 -0.098 0.00
H -0.170572 2.380586 -1.095049 0.892 -0.016 0.259 0.01
H -0.404387 -2.641643 -1.301149 0.109 0.212 -0.308 0.00
H -1.334645 -4.839941 -2.087660 0.127 0.663 0.036 0.00
H -3.707689 -5.247791 -1.944578 0.184 0.434 -0.170 0.00
H -5.253737 -3.229704 -1.545120 -0.985 -0.703 0.141 0.00
H -4.441614 -1.191015 -0.917720 -0.447 1.036 0.054 0.00
H 0.085213 -3.940362 2.934721 1.220 -0.290 -0.831 0.00
H 0.363024 -6.200419 3.622538 0.665 0.218 -0.497 0.00
H 2.236778 -7.541886 3.073667 0.836 -0.135 -0.195 0.01
H 4.058939 -6.514041 1.448652 -0.842 -0.103 0.342 0.00
H 3.785782 -4.452683 0.412435 -0.844 0.041 0.541 0.00
H 2.696584 -0.437188 2.783669 0.231 -1.180 0.308 0.00
H 3.074217 1.467687 4.353558 -0.263 -0.478 0.662 0.00
H 2.926651 3.624890 3.627916 0.300 1.313 0.770 0.00
H 3.020622 4.230394 1.110235 -0.620 -0.130 0.352 0.00
H 2.439401 2.446135 -0.385400 -0.028 -0.295 -0.976 0.00
H 0.736179 0.136516 -2.900210 0.585 0.282 0.616 0.00
H 1.683707 1.126236 -4.866095 0.387 0.160 1.132 0.00
H 4.015098 2.051726 -4.850959 -0.229 -0.329 0.317 0.00
H 5.517257 1.338255 -2.813791 -0.309 0.307 -0.718 0.00
H 4.764694 0.205502 -1.091500 -0.939 0.015 0.255 0.00
```
Forces are in eV/Å.

- Total charge: +3
- 2S+1: 4
- HOMO (alpha / beta): -15.60 / -15.61 eV
- LUMO energy (alpha / beta): -8.92 / -11.27 eV
- <S²>: 3.796
- Kohn-Sham gap (alpha / beta): 6.68 / 4.34 eV


no.,F_max (eV/A)
1,7.3
2,2.7
3,6.3